No. 1
A 2-piece molecular cluster, C8H11N5O2 overall at a distorted geometry. Source: OMol25; level of theory: the ωB97M-V functional and the def2-TZVPD basis.

Geometry as ORCA input:
```
! wB97M-V def2-TZVPD RIJCOSX def2/J DEFGRID3
* xyz 2 1
H 0.120 -3.208 -0.959
H -2.000 0.865 -3.157
H -1.334 2.411 -1.284
C -0.908 0.688 -3.323
C -0.089 -2.197 -1.076
O -0.136 -1.960 -3.363
C -0.131 -1.792 3.901
H -0.227 1.579 -3.220
N -0.535 -0.053 -2.157
N -0.541 -0.248 0.263
H -1.402 2.615 1.415
N 0.281 -1.109 2.907
C 1.735 -0.940 2.643
H 2.052 -0.039 3.320
C -0.174 -1.477 -2.328
H 2.320 -1.893 2.873
N -0.902 0.605 1.256
O -0.531 -2.457 4.706
H 1.880 -0.661 1.683
H -0.379 -0.368 2.531
C -0.267 -1.596 0.139
C -0.733 0.365 -0.965
N -1.163 1.622 -0.635
H -0.129 -2.136 0.995
H -0.778 -0.124 -4.090
C -1.196 1.757 0.683
*
```

Output
HOMO level: -17.1 eV
HOMO-LUMO gap: 0.35527 hartree

=====

No. 2
A 2-piece molecular cluster, C4H12N2O overall at a distorted geometry. Source: OMol25; level of theory: the ωB97M-V functional and the def2-TZVPD basis.

Geometry as ORCA input:
```
! wB97M-V def2-TZVPD RIJCOSX def2/J DEFGRID3
* xyz 0 1
H -1.848 -0.612 -2.103
C -1.219 1.685 -0.710
H 0.646 -1.806 3.164
N -0.307 0.708 -1.205
O -0.142 -1.806 -1.908
H 2.261 -0.559 -0.072
H 0.310 -1.655 0.739
H 0.571 0.544 -0.520
H -2.031 1.905 -1.443
C 0.775 -0.858 1.300
H -0.730 2.683 -0.587
N 1.545 -0.018 0.420
H -1.690 1.320 0.205
H 1.338 -0.088 3.244
H 2.024 0.721 0.905
C 0.908 -0.890 2.641
H -0.050 0.777 -2.214
H -1.374 -1.090 -0.390
C -0.985 -0.962 -1.468
*
```

Output
HOMO level: -7.9 eV
SMILES string: C[NH2+]C[O-].C=CN
HOMO-LUMO gap: 0.31497 hartree

=====

No. 3
C42H61Br2F8GaI2O25P as an isolated structure at a distorted geometry. Source: OMol25; level of theory: the ωB97M-V functional and the def2-TZVPD basis.

Geometry as ORCA input:
```
! wB97M-V def2-TZVPD RIJCOSX def2/J DEFGRID3
* xyz -1 1
O -3.370 5.721 -0.735
O 4.683 -4.681 4.312
F -5.428 8.530 -3.489
H 0.172 -0.765 1.980
H 4.104 -6.533 -4.008
H -0.618 -1.670 4.811
H -4.793 -6.568 3.933
H 3.729 -4.795 -4.022
H 0.519 7.950 -10.886
F 4.815 1.361 5.887
C -2.766 0.974 -1.621
F -2.950 -7.086 3.324
H 3.900 2.233 7.450
Br -5.367 -1.636 -3.036
H -3.216 -5.296 1.623
H -1.272 -0.885 -1.566
H -0.777 1.553 0.804
H 7.096 3.793 12.013
C 5.770 3.788 9.560
O 3.556 -0.287 8.601
H -1.626 -0.833 0.593
H -2.776 -2.010 -2.963
H 1.037 5.063 -11.804
H 3.673 -7.499 1.306
O -4.234 7.471 -1.918
H 0.175 4.463 -6.460
H -0.520 -2.205 -5.358
H 8.102 5.025 11.219
C -3.908 -3.979 3.981
O -4.447 -4.075 2.727
H -5.995 6.113 -3.577
H -3.769 -4.134 -4.044
O -4.133 2.306 4.270
P -0.499 2.179 -4.803
H -3.762 2.399 -0.031
O 1.135 -2.263 3.676
H -0.045 -1.351 -7.314
I 2.877 -2.640 -5.562
C -5.974 -0.478 4.716
C 4.715 -7.847 3.164
O 6.643 2.745 9.484
H 5.385 -7.015 1.281
H -2.586 -0.044 3.644
H 2.840 -4.849 -1.771
H -2.249 2.054 1.931
C 0.930 -0.736 -7.073
C 0.327 6.872 -10.851
C -3.886 -6.128 3.505
C 2.517 -2.226 4.182
C -2.681 2.018 -0.360
O -5.419 1.365 5.911
O 4.730 3.857 8.927
O 1.375 -0.535 7.958
C 4.686 0.260 7.951
C -6.392 0.340 5.890
H 0.674 0.414 -7.146
H -3.533 7.938 -3.793
C -0.051 3.599 -7.248
H -2.167 -1.787 2.869
F -7.046 -1.041 4.115
F 8.453 2.194 10.682
H -6.378 -0.232 6.822
O -4.214 5.405 -2.837
F 2.232 -6.664 -2.381
H -1.426 1.666 -7.214
O -3.367 -5.161 4.390
H 5.229 -0.538 7.434
H -2.445 -3.465 -5.216
H 5.360 0.734 8.669
I 0.707 -2.787 -2.943
C 2.495 -0.096 7.758
H -5.230 -1.248 4.948
H -4.928 -5.779 1.648
H 2.565 -3.016 5.072
C -3.520 -1.822 -3.875
C 7.837 3.224 10.061
O 5.354 -5.368 -2.867
C -3.091 -0.490 -4.748
C 4.074 1.244 7.012
O 2.014 5.847 -8.122
H -0.900 4.596 -4.072
O 2.300 5.858 -10.391
H -3.456 -0.430 0.978
F 5.651 -8.805 2.982
C -4.456 7.609 -3.304
H -2.163 3.284 -6.421
H -4.323 -3.219 -5.609
Br -2.969 -0.852 -6.725
H 8.487 3.630 9.278
F -0.874 6.600 -11.410
C -1.364 0.204 -1.983
H -0.102 0.805 3.112
C -4.919 6.255 -3.720
H 1.887 6.543 -12.305
H -3.898 0.341 -4.553
H 1.846 0.004 -5.018
C -1.275 3.545 -3.652
H 0.874 -0.417 4.911
C 4.069 -5.625 -3.397
H -3.589 0.157 -1.462
O -5.417 0.470 3.835
Ga -1.182 0.050 -4.078
C 5.363 -5.894 -1.605
C -1.945 1.410 0.986
C -3.897 6.162 -1.742
C -1.191 2.604 -6.538
O 4.154 -5.794 2.385
H 2.885 -1.175 4.541
H 1.845 -1.025 -7.769
C -4.924 1.454 4.638
H 3.222 -2.538 3.272
C 1.400 6.040 -11.465
H -0.406 4.043 -8.271
C 1.411 -0.979 -5.498
H -4.670 6.032 -4.761
C 4.487 -7.081 1.905
O 2.841 0.652 6.673
O 5.234 -6.880 4.048
H -2.086 3.015 -0.634
C -3.500 -3.220 -4.759
C 1.573 6.030 -9.245
C 3.239 -5.787 -2.170
H -3.072 1.614 -2.571
C -2.349 -0.170 1.272
H -1.014 3.387 -2.521
H 0.929 2.955 -7.304
O -3.918 -2.962 4.653
O 4.134 -6.354 -1.240
C -4.114 -5.362 2.247
H 3.808 -8.288 3.591
O 6.351 -5.940 -0.890
C -0.333 -0.344 2.969
O 0.301 6.439 -9.510
C 7.366 4.236 11.048
O 6.205 4.752 10.429
C 4.693 -5.698 3.639
H -2.449 3.543 -3.864
H -7.385 0.784 5.765
C 0.108 -1.488 -4.643
C 0.300 -1.196 4.252
H -0.477 0.893 -1.599
C -1.975 -0.630 2.837
*
```

Output
HOMO level: -4.4 eV
HOMO-LUMO gap: 0.21067 hartree

=====

No. 4
A 2-piece molecular cluster, C2H2Cl2N2S overall at a distorted geometry. Source: OMol25; level of theory: the ωB97M-V functional and the def2-TZVPD basis.

Geometry as ORCA input:
```
! wB97M-V def2-TZVPD RIJCOSX def2/J DEFGRID3
* xyz 0 1
H 0.728 1.339 -0.863
N 1.197 -0.506 -0.324
Cl 2.416 -1.538 0.360
C -1.657 -0.078 -2.424
N 1.521 0.652 -0.634
S 2.890 1.468 -0.589
H -1.695 -0.737 -3.175
Cl -1.415 1.750 -0.308
C -1.313 0.685 -1.571
*
```

Output
HOMO level: -9.1 eV
SMILES string: [S-]/[NH+]=N\Cl.C#CCl
HOMO-LUMO gap: 0.32026 hartree

=====

No. 5
C2H3BaLiO2 as an isolated structure at a distorted geometry. Source: OMol25; level of theory: the ωB97M-V functional and the def2-TZVPD basis.

Geometry as ORCA input:
```
! wB97M-V def2-TZVPD RIJCOSX def2/J DEFGRID3
* xyz 0 1
H -0.903 -0.707 2.079
H 1.516 -1.211 1.448
O 1.341 -0.080 -0.326
Ba 0.177 1.820 -1.053
Li -0.953 -1.110 -1.343
C 0.871 -0.557 0.852
C -0.418 -0.292 1.191
H -0.456 1.836 -3.075
O -1.175 0.300 0.227
*
```

Output
HOMO level: -6.7 eV
HOMO-LUMO gap: 0.22221 hartree

=====

No. 6
A 2-piece molecular cluster, C10H25N4O5P2 overall at a distorted geometry. Source: OMol25; level of theory: the ωB97M-V functional and the def2-TZVPD basis.

Geometry as ORCA input:
```
! wB97M-V def2-TZVPD RIJCOSX def2/J DEFGRID3
* xyz 1 1
H 3.857 -3.912 -2.276
P -1.937 0.585 -0.732
H -2.389 -3.284 2.921
O -4.632 2.263 -1.236
H 2.791 -2.863 -3.238
C -1.127 3.466 0.457
H -1.561 -3.961 1.673
C 5.707 -1.932 -1.705
H 6.275 -1.110 -2.145
C 0.506 1.181 0.377
O -0.118 -1.876 0.349
O -4.774 -0.291 -0.898
H -2.487 -2.407 0.123
H -0.140 4.629 2.109
H 2.583 -0.856 -2.398
C 1.676 1.112 0.022
N -1.326 2.271 1.287
N -2.457 -3.504 1.920
H 4.439 -3.209 -3.809
C 3.600 -0.785 -1.979
H -2.092 4.081 0.505
H 6.177 -2.881 -1.961
C -0.979 0.025 1.841
H 1.051 4.118 0.756
H -1.862 0.199 2.544
H -2.224 2.219 1.770
O 3.981 0.212 -1.378
O -4.480 1.028 1.272
C 3.822 -3.035 -2.926
H 2.744 0.714 -0.094
H -1.606 1.478 -1.820
H -4.647 1.986 1.455
H 0.500 -2.562 0.666
C -2.445 -2.164 1.238
N 4.342 -1.889 -2.203
H 5.697 -1.809 -0.620
H -0.054 0.220 2.480
C 0.010 4.475 1.001
H -0.161 5.478 0.481
H -0.911 3.317 -0.639
N -0.927 1.032 0.714
H -3.277 -1.485 1.579
C -0.969 -1.504 1.448
P -4.059 0.923 -0.360
H -0.557 -2.064 2.360
H -5.562 2.371 -0.931
*
```

Output
HOMO level: -12.0 eV
HOMO-LUMO gap: 0.30862 hartree